Record 1
{"formula": "C31H21Cl84NO3PS", "method": "ωB97M-V with the def2-TZVPD basis set", "species": ["Cl", "Cl", "Cl", "Cl", "Cl", "Cl", "Cl", "Cl", "Cl", "Cl", "Cl", "Cl", "Cl", "Cl", "Cl", "Cl", "Cl", "Cl", "Cl", "Cl", "Cl", "Cl", "Cl", "Cl", "Cl", "Cl", "Cl", "Cl", "Cl", "Cl", "Cl", "Cl", "Cl", "Cl", "Cl", "Cl", "Cl", "Cl", "Cl", "Cl", "Cl", "Cl", "Cl", "Cl", "Cl", "Cl", "Cl", "Cl", "Cl", "Cl", "Cl", "Cl", "Cl", "Cl", "Cl", "Cl", "Cl", "Cl", "Cl", "Cl", "Cl", "Cl", "Cl", "Cl", "Cl", "Cl", "Cl", "Cl", "Cl", "Cl", "Cl", "Cl", "Cl", "Cl", "Cl", "Cl", "Cl", "Cl", "Cl", "Cl", "Cl", "Cl", "Cl", "Cl", "S", "P", "O", "O", "O", "N", "C", "C", "C", "C", "C", "C", "C", "C", "C", "C", "C", "C", "C", "C", "C", "C", "C", "C", "C", "C", "C", "C", "C", "C", "C", "C", "C", "C", "C", "C", "C", "H", "H", "H", "H", "H", "H", "H", "H", "H", "H", "H", "H", "H", "H", "H", "H", "H", "H", "H", "H", "H"], "positions_angstrom": [[-2.3325, 4.9148, 0.9649], [-14.8288, 6.7857, 1.7258], [-5.5257, -4.7444, -6.5028], [11.4372, 9.9494, 1.5244], [-7.1898, 2.1016, 6.9585], [-3.8279, -5.4101, 2.3561], [-7.4567, -5.2993, -8.5733], [2.7858, -3.4233, 3.8558], [-1.2289, -13.5979, -3.4654], [4.6392, 6.6552, 7.6079], [-2.7064, -1.6783, -6.1574], [1.1467, -12.1157, -4.1695], [-1.7933, -4.2884, 0.6515], [14.2683, 9.4425, 1.3142], [8.9945, 3.2079, 1.3483], [12.5733, 7.5850, 2.7228], [-8.3848, 4.6485, 6.3200], [1.4745, -5.4133, 2.2246], [3.7911, 1.7098, -4.6670], [7.4599, 6.0771, 7.7861], [12.3980, 7.8032, -0.1475], [-0.0630, -2.6177, -5.4933], [-0.3635, -10.3613, 0.7966], [-1.9002, -9.5470, -9.1212], [-2.6010, 5.4062, 3.7942], [1.2234, -0.0858, 5.9617], [10.2263, 5.3686, 2.8143], [7.3561, 5.2257, 2.6070], [6.0150, 5.4348, 5.3792], [5.5439, 3.9210, 7.7888], [-4.5316, 6.4339, -1.5967], [-8.9460, 8.6729, 2.3259], [-3.8303, 5.4982, -4.2421], [-10.4074, 10.8526, 7.4936], [-4.7442, -4.6240, -9.2777], [-6.9992, 7.0723, 0.9070], [1.9089, 0.4963, 3.2180], [4.3325, -6.7008, -6.2846], [-12.3102, 7.6494, 2.8445], [1.9033, -9.0128, 1.9600], [-1.0354, -10.7933, -2.8339], [-2.7981, 2.7222, 2.7453], [3.4296, 2.0355, -7.5065], [6.4241, -4.5298, -1.6267], [-8.9370, 8.5045, 6.6924], [8.7875, 3.3077, 4.2259], [2.1448, -7.7896, -7.8327], [-14.7605, 8.0765, 4.3045], [-1.6177, -3.9758, 3.5268], [-3.6313, -2.5497, 2.0451], [2.0595, -5.9791, 4.9847], [5.2551, 3.7558, -6.0808], [1.6202, -5.8500, -5.7814], [-3.8489, 3.6734, -2.0142], [-3.7981, -7.8499, -7.7695], [-13.7040, 5.4095, 3.9997], [-5.6458, -6.3253, 5.1740], [-11.5677, 9.0005, 5.6114], [-8.0876, 2.6390, 4.2696], [-0.1013, -7.5178, 0.4942], [-0.8509, 0.0715, -4.8073], [6.7188, -4.7422, -4.4870], [4.2046, -5.8128, 3.0620], [-9.0896, 5.7878, 2.4115], [4.1041, -4.3725, -3.3293], [-5.7660, 3.9928, 5.3058], [0.5896, -12.7055, -1.4073], [-2.8150, -6.3459, 5.7506], [-4.9080, 4.6447, 2.2508], [-0.4115, -1.1113, 3.8216], [5.4773, -6.8858, -3.0192], [1.7132, -9.2619, -0.9043], [-6.9641, 7.1664, 3.7842], [-9.3484, 10.6587, 4.8154], [2.4093, 4.0268, -5.6835], [-0.4336, 1.7035, 4.3983], [-1.8055, 5.7163, -2.1976], [-0.9881, -7.2113, -7.6902], [-2.0035, -2.1742, -3.4047], [-4.7277, -6.3445, 7.9067], [-4.3823, -3.9833, 6.2829], [-2.4531, -6.9071, -10.1471], [2.4587, -8.5103, -5.0581], [-6.4935, -2.6076, -8.1791], [5.4967, 4.3768, 0.3210], [3.8518, 1.5519, -1.4683], [5.0272, 0.7895, -2.1304], [2.5630, 0.9780, -2.0785], [4.9563, -1.5310, -1.1483], [4.0410, 3.1859, -1.7163], [2.6466, -7.2171, -6.2441], [-13.9013, 6.9809, 3.2154], [-7.3580, 3.3460, 5.7169], [-2.2867, -7.8810, -8.6810], [5.9118, 5.5246, 7.1460], [6.1873, 0.5213, -1.2836], [0.7926, -9.0438, 0.5858], [-4.3928, -5.7514, 6.2795], [-3.5104, 5.3342, -2.5156], [-0.1328, -12.3072, -2.9677], [-6.0557, -4.3200, -8.1355], [6.1403, -0.9015, -0.6862], [6.1427, -0.8568, 0.8666], [0.5638, -1.1340, -1.6858], [0.4899, 1.2607, -0.7152], [2.6311, -5.1589, 3.5302], [8.8520, 4.2772, 2.7583], [-0.2659, -0.0606, -0.9754], [-0.5481, 2.3648, -0.4746], [5.6770, -5.1432, -3.1215], [0.5672, 0.2506, 4.3597], [4.5986, 3.7546, -0.7651], [-3.1737, 4.4264, 2.4393], [1.3274, 1.7464, -1.8865], [-8.0067, 7.1775, 2.3598], [-1.4088, -1.5998, -4.9673], [-10.0644, 9.7507, 6.1526], [12.6715, 8.7000, 1.3508], [-2.7180, -4.0596, 2.1472], [3.7227, 2.8861, -5.9952], [-0.6656, -0.6441, 0.3982], [-0.0860, 3.3106, -0.1925], [6.3127, 1.2695, -0.5009], [7.0502, 0.6171, -1.9383], [-1.3100, 2.0493, 0.2303], [-1.0158, 0.1285, 1.0825], [-1.4226, -1.4171, 0.2884], [0.2275, -1.0959, 0.8382], [5.1325, -2.4796, -1.1606], [1.5452, 2.8066, -1.7382], [-1.0672, 2.5443, -1.4218], [0.7376, 1.7009, -2.8007], [1.0997, 1.1081, 0.1841], [0.1381, -2.1285, -1.5667], [7.0192, -1.4704, -0.9920], [1.5797, -1.1195, -1.2893], [3.8829, 1.2671, -0.1012], [5.4931, -1.6519, 1.2273], [5.7872, 0.0985, 1.2517], [7.1506, -1.0516, 1.2314], [0.6445, -0.9453, -2.7601], [-1.1974, 0.1363, -1.5132]], "lowdin_charge": [0.52, 0.53, 0.50, 0.53, 0.54, 0.54, 0.53, 0.50, 0.54, 0.53, 0.55, 0.52, 0.52, 0.54, 0.51, 0.49, 0.52, 0.47, 0.59, 0.53, 0.52, 0.52, 0.52, 0.54, 0.54, 0.55, 0.53, 0.43, 0.47, 0.52, 0.52, 0.51, 0.55, 0.53, 0.50, 0.50, 0.49, 0.52, 0.47, 0.53, 0.51, 0.50, 0.56, 0.56, 0.51, 0.55, 0.52, 0.52, 0.47, 0.55, 0.54, 0.54, 0.48, 0.52, 0.52, 0.53, 0.51, 0.50, 0.52, 0.48, 0.55, 0.54, 0.52, 0.52, 0.54, 0.48, 0.50, 0.50, 0.50, 0.51, 0.54, 0.51, 0.50, 0.50, 0.53, 0.51, 0.50, 0.49, 0.57, 0.54, 0.52, 0.51, 0.52, 0.52, 0.86, 0.71, -0.23, -0.23, -0.06, -0.02, -2.04, -2.05, -2.05, -2.04, -2.05, -0.12, -2.03, -2.05, -2.05, -2.05, -2.06, -0.39, -0.02, -0.10, -0.33, -2.05, -2.02, -0.38, -0.08, -2.03, -2.03, -0.79, -2.01, -0.16, -2.03, -2.03, -2.04, -2.06, -2.01, -2.04, -0.09, 0.07, 0.10, 0.14, 0.05, 0.05, 0.03, 0.07, 0.01, 0.11, 0.06, 0.12, 0.12, 0.06, 0.13, 0.08, 0.11, 0.08, 0.07, 0.09, 0.03, 0.12], "homo_lumo_gap_ha": 0.315, "charge": 1, "molar_mass_da": 3496.6, "relative_energy_ev": 0.000, "lumo_ev": -3.2986}


Record 2
{"formula": "C4H4OS", "method": "ωB97M-V with the def2-TZVPD basis set", "species": ["S", "O", "C", "C", "C", "C", "H", "H", "H", "H"], "positions_angstrom": [[-3.0064, 0.0602, -0.0425], [-0.6329, 1.2350, -0.0932], [-0.4315, -1.2459, 0.0078], [-1.3926, 0.1679, 0.0155], [0.3810, -2.1434, -0.0949], [0.7694, 1.2057, -0.0195], [0.9487, 1.4083, 1.1576], [1.0158, -2.9796, -0.1583], [1.1919, 0.1975, -0.1808], [1.1564, 2.0942, -0.5919]], "lowdin_charge": [0.85, -0.20, -0.08, -0.85, 0.06, -0.09, 0.14, 0.02, 0.06, 0.11], "homo_lumo_gap_ha": [0.266, 0.255], "charge": 0, "molar_mass_da": 100.1, "relative_energy_ev": 3.082, "multiplicity": 3, "lumo_ev": [0.9246, -2.9451]}


Record 3
{"formula": "C17H14BrNO4Yb", "method": "ωB97M-V with the def2-TZVPD basis set", "species": ["Yb", "Br", "O", "O", "O", "O", "N", "C", "C", "C", "C", "C", "C", "C", "C", "C", "C", "C", "C", "C", "C", "C", "C", "C", "H", "H", "H", "H", "H", "H", "H", "H", "H", "H", "H", "H", "H", "H"], "positions_angstrom": [[-0.0460, -0.5986, -0.8433], [-0.0607, 0.0596, -3.0023], [-0.1862, 1.6758, 7.7756], [-0.1315, 0.6466, 0.9533], [1.1389, 3.2429, 7.6152], [1.5718, 2.1314, 0.6489], [0.4762, 2.3982, 7.0932], [-2.5661, -0.2128, -5.9166], [-1.2674, -0.0751, -6.4460], [-1.7224, -2.3021, -6.2658], [1.3325, 2.8913, 3.4676], [0.5617, 1.8894, 2.8608], [1.9643, -1.4123, -0.2988], [1.1457, -1.5398, 0.8512], [0.2387, -2.8233, -0.8100], [1.4225, -2.2365, -1.3140], [0.0809, -2.4055, 0.5350], [0.4953, 2.2408, 5.6720], [-0.7458, -1.3664, -6.6616], [-2.8474, -1.5891, -5.8054], [-0.2495, 1.0725, 3.6762], [1.2951, 3.0690, 4.8585], [-0.2783, 1.2411, 5.0591], [0.6306, 1.6135, 1.4042], [-0.7582, 0.8607, -6.6510], [1.2834, -1.0196, 1.7837], [1.9721, 3.5289, 2.8707], [-0.4334, -3.4647, -1.3566], [-0.8468, 0.2744, 3.2514], [-0.7400, -2.6631, 1.1829], [1.8144, -2.3548, -2.3086], [2.8408, -0.7910, -0.3862], [0.2352, -1.5992, -7.0623], [-3.2322, 0.5984, -5.6422], [-0.8992, 0.5788, 5.6498], [1.9047, 3.8462, 5.3009], [-1.6254, -3.3819, -6.3083], [-3.7684, -2.0237, -5.4312]], "lowdin_charge": [1.00, 0.27, 0.08, -0.23, 0.08, -0.03, -0.40, -0.25, -0.27, -0.24, 0.01, -0.12, -0.21, -0.21, -0.23, -0.25, -0.21, -0.14, -0.24, -0.24, 0.00, 0.02, 0.01, -0.50, 0.05, 0.11, 0.12, 0.12, 0.11, 0.11, 0.11, 0.12, 0.05, 0.05, 0.12, 0.12, 0.04, 0.04], "homo_lumo_gap_ha": 0.115, "charge": -1, "molar_mass_da": 549.2, "multiplicity": 2, "lumo_ev": 0.5526}


Record 4
{"formula": "C9H32O7", "method": "ωB97M-V with the def2-TZVPD basis set", "species": ["O", "O", "O", "O", "O", "O", "O", "C", "C", "C", "C", "C", "C", "C", "C", "C", "H", "H", "H", "H", "H", "H", "H", "H", "H", "H", "H", "H", "H", "H", "H", "H", "H", "H", "H", "H", "H", "H", "H", "H", "H", "H", "H", "H", "H", "H", "H", "H"], "positions_angstrom": [[2.3903, -0.7647, -0.6461], [0.3658, -2.9894, 1.8937], [0.3446, 3.1022, -1.3934], [-0.7622, 1.0408, -0.0640], [-0.5943, -1.3309, 1.1525], [-1.7990, 2.4691, -2.6467], [-1.9363, -0.4353, -0.1839], [2.8157, 0.5863, -0.4615], [-1.3627, -1.0727, -1.2671], [1.7570, 3.0895, -1.6923], [-2.0897, -1.5022, 3.0799], [1.3664, -2.4083, -0.2164], [-2.1726, 2.4530, -1.2498], [0.3958, 0.7679, 0.7780], [-0.7449, -1.0835, 2.5921], [0.2956, -3.2566, 0.4999], [-1.2371, 3.2215, -2.8457], [-1.3015, 0.2117, 0.1322], [1.0544, 1.6051, 0.5470], [1.2819, -1.3346, -0.0481], [-0.2804, -1.1390, -1.1554], [-0.5167, 1.8904, -0.4375], [0.7490, -0.1595, 0.3271], [2.8969, -1.2248, -1.3194], [2.3377, -2.6954, 0.1863], [0.1081, 0.6671, 1.8245], [-0.1176, -2.1725, 2.0375], [-1.1075, -0.7097, 0.6306], [1.7538, 2.6914, -2.7070], [2.2559, 4.0586, -1.6879], [-0.0561, -1.6668, 3.2033], [0.4557, -4.3126, 0.2823], [-2.8921, -0.9944, 2.5448], [-0.5352, -0.0267, 2.7570], [-2.9864, 3.1777, -1.2742], [-2.4861, 1.4794, -0.8728], [-1.6987, -2.0947, -1.0920], [-0.0902, 3.2894, -2.2286], [-1.3932, 2.7194, -0.5360], [-2.3404, -2.5628, 3.0648], [-1.6505, -0.7801, -2.2768], [1.8907, 1.1600, -0.4024], [3.3703, 0.6355, 0.4756], [3.4991, 0.8387, -1.2722], [2.4049, 2.4390, -1.1048], [-0.7559, -3.0950, 0.2628], [-2.2953, -1.1636, 4.0954], [1.4127, -2.6177, -1.2851]], "lowdin_charge": [-0.23, -0.11, -0.15, -0.08, -0.22, -0.09, -0.08, -0.12, -0.07, -0.08, -0.04, -0.12, -0.09, 0.01, -0.24, -0.26, 0.05, -0.24, 0.09, 0.00, 0.08, 0.05, 0.08, 0.11, 0.10, 0.09, -0.13, -0.12, 0.11, 0.09, 0.15, 0.10, 0.08, 0.11, 0.10, 0.10, 0.10, 0.05, 0.07, 0.09, 0.10, 0.00, 0.11, 0.10, 0.03, 0.10, 0.08, 0.10], "homo_lumo_gap_ha": 0.300, "charge": 0, "molar_mass_da": 252.3, "relative_energy_ev": 21.030, "lumo_ev": 0.1478}


Record 5
{"formula": "C43H36N4PS5Tc", "method": "ωB97M-V with the def2-TZVPD basis set", "species": ["Tc", "S", "S", "S", "S", "S", "P", "N", "N", "N", "N", "C", "C", "C", "C", "C", "C", "C", "C", "C", "C", "C", "C", "C", "C", "C", "C", "C", "C", "C", "C", "C", "C", "C", "C", "C", "C", "C", "C", "C", "C", "C", "C", "C", "C", "C", "C", "C", "C", "C", "C", "C", "C", "C", "H", "H", "H", "H", "H", "H", "H", "H", "H", "H", "H", "H", "H", "H", "H", "H", "H", "H", "H", "H", "H", "H", "H", "H", "H", "H", "H", "H", "H", "H", "H", "H", "H", "H", "H", "H"], "positions_angstrom": [[0.3640, -1.0233, -0.1598], [-1.1825, -2.1075, -1.5896], [-0.9869, -1.7985, 1.6409], [4.5023, 2.1439, -5.5204], [-0.1665, 0.6483, 3.2453], [2.3491, -0.6582, 1.2659], [-1.3711, 1.8569, -0.0598], [1.7874, -0.6112, -1.8506], [1.2058, -3.0494, -0.0957], [-0.3790, 0.7027, -0.4106], [5.4950, -0.2665, -5.2532], [3.1758, 1.2751, 5.3208], [0.7411, 3.0879, 1.2324], [-3.7093, 3.5894, -2.9601], [-1.3028, 4.3573, 1.1932], [-4.6276, -0.3305, 0.8907], [-1.9733, 2.7115, -1.5382], [2.5413, 0.1724, 2.8405], [-3.2265, 1.7600, 2.0753], [-2.8351, 1.2851, 0.8288], [1.3688, 4.1156, 1.9212], [4.1900, 0.8740, 4.4618], [-0.6786, 5.3803, 1.8888], [-4.3136, 1.1915, 2.7267], [0.8076, -3.9619, -0.9928], [3.6042, 0.1676, -3.8366], [3.8659, 0.3177, 3.2317], [-3.2052, -3.3988, 1.6618], [-5.0125, 0.1498, 2.1367], [-3.5443, 0.2353, 0.2431], [-1.0169, 3.2554, -2.3977], [1.5160, 0.4029, -2.6862], [-3.3224, 2.8917, -1.8216], [-1.4025, 3.9486, -3.5307], [2.9545, -1.2432, -2.0133], [-4.3449, -4.2307, -0.2965], [1.2727, -5.2659, -0.9485], [2.5883, -4.6710, 0.9567], [2.3896, 0.8177, -3.6709], [2.3811, -2.3647, 1.9221], [3.8768, -0.8951, -2.9827], [-2.3530, -2.9065, -0.5102], [0.6560, 5.2574, 2.2562], [1.4999, 0.6050, 3.6832], [-0.1306, -3.5046, -2.0763], [-3.4038, -3.6111, -1.0954], [-2.7539, 4.1131, -3.8150], [2.0644, -3.3916, 0.8767], [-4.2335, -4.1200, 1.0890], [2.1815, -5.6204, 0.0340], [4.5668, 0.6345, -4.8928], [-2.2371, -2.7677, 0.8708], [-0.5990, 3.1966, 0.8785], [1.8556, 1.1265, 4.9414], [-0.6532, 4.3710, -4.1873], [2.5651, -6.6305, 0.0850], [4.8085, -1.4438, -3.0053], [-5.8574, -0.2925, 2.6485], [0.9244, -5.9867, -1.6749], [1.1419, 6.0598, 2.7957], [-2.3378, 4.4691, 0.8898], [1.6106, -2.4129, 2.6961], [3.3558, -2.5561, 2.3682], [5.2275, 0.9854, 4.7459], [5.4467, -1.2324, -4.9818], [6.1552, -0.0067, -5.9674], [-3.1406, -3.2996, 2.7380], [0.4430, -3.1516, -2.9377], [-2.6766, 2.5601, 2.5540], [4.6519, -0.0019, 2.5586], [-3.4788, -3.6628, -2.1756], [3.1687, -2.0562, -1.3326], [-0.7620, -4.3263, -2.4117], [0.0379, 3.1581, -2.1623], [-4.0793, 2.4921, -1.1599], [0.5596, 0.8793, -2.5253], [-5.1591, -4.7852, -0.7418], [-5.1620, -1.1522, 0.4309], [-4.6086, 1.5605, 3.7000], [2.4127, 4.0255, 2.1937], [-1.2290, 6.2779, 2.1374], [2.1330, 1.6481, -4.3127], [-3.0578, 4.6589, -4.6984], [3.2868, -4.9188, 1.7436], [1.2822, 2.1900, 0.9584], [-4.9685, -4.5941, 1.7267], [-4.7614, 3.7235, -3.1739], [-3.2378, -0.1494, -0.7242], [1.0577, 1.4281, 5.6057], [3.4116, 1.6987, 6.2877]], "lowdin_charge": [0.75, 0.92, 0.58, 0.72, 0.78, 0.90, 0.79, -0.07, -0.05, -0.41, 0.09, -0.06, -0.12, -0.07, -0.08, -0.07, -0.28, -0.51, -0.10, -0.31, -0.07, -0.05, -0.06, -0.06, -0.30, -0.21, -0.11, -0.11, -0.06, -0.11, -0.09, -0.10, -0.07, -0.07, -0.14, -0.08, 0.00, 0.00, -0.01, -0.35, 0.00, -0.53, -0.07, -0.67, -0.34, -0.11, -0.07, -0.33, -0.07, -0.02, -0.83, -0.64, -0.31, -0.10, 0.11, 0.12, 0.11, 0.11, 0.13, 0.11, 0.12, 0.08, 0.10, 0.11, 0.10, 0.10, 0.11, 0.09, 0.09, 0.11, 0.11, 0.10, 0.09, 0.10, 0.10, 0.07, 0.11, 0.11, 0.11, 0.11, 0.11, 0.09, 0.11, 0.13, 0.07, 0.11, 0.11, 0.10, 0.10, 0.11], "homo_lumo_gap_ha": [0.237, 0.203], "charge": 1, "molar_mass_da": 898.1, "relative_energy_ev": 0.073, "multiplicity": 4, "lumo_ev": [-2.7820, -4.1527]}


Total energy list, top to bottom, in Eh: -40869.5022; -627.9919; -4744.5489; -888.0173; -4292.1953